No. 1
C48H41ClGeIrN3O5 | ωB97M-V/def2-TZVPD

Each line ends with the Löwdin spin population.
CARTESIAN COORDINATES (ANGSTROEM)
Ir (0.08401, 0.38011, -0.95968)  1.56
C (3.37161, -0.37048, 0.60060)  0.01
O (2.10513, 0.31704, 0.63293)  0.11
C (1.86530, 1.20765, 1.60943)  0.07
C (2.71509, 1.36585, 2.69616)  -0.01
C (2.42339, 2.29327, 3.67763)  0.08
C (1.27876, 3.09049, 3.59143)  0.01
C (0.43806, 2.95139, 2.51929)  0.05
C (0.69847, 2.00521, 1.51060)  0.04
N (-0.17713, 1.85653, 0.41598)  0.21
N (-1.05433, 2.79720, 0.35047)  -0.07
C (-1.93260, 3.05238, -0.61813)  0.18
C (-2.01570, 2.40153, -1.95021)  0.05
O (-1.28663, 1.45226, -2.28930)  0.22
C (-2.99805, 2.87063, -2.89632)  0.02
C (-3.88601, 3.81259, -2.55144)  -0.01
C (-3.85996, 4.46802, -1.25934)  0.03
C (-4.78824, 5.45986, -0.95988)  0.00
C (-4.72776, 6.14240, 0.24194)  0.07
C (-3.71819, 5.84584, 1.15571)  -0.01
C (-2.79793, 4.85640, 0.87917)  0.06
C (-2.86169, 4.13319, -0.32169)  0.00
H (3.46050, -1.03793, 1.45745)  0.00
H (4.18612, 0.35242, 0.59874)  0.00
H (3.37978, -0.93115, -0.32747)  0.00
H (3.60152, 0.75596, 2.78392)  0.00
H (3.09149, 2.39237, 4.52346)  0.00
H (1.05528, 3.81325, 4.36444)  0.00
H (-0.45073, 3.55423, 2.44005)  0.00
H (-2.99736, 2.40244, -3.87146)  0.00
H (-4.64291, 4.12391, -3.26194)  0.00
H (-5.55706, 5.69925, -1.68500)  0.00
H (-5.44994, 6.91691, 0.46322)  0.00
H (-3.64963, 6.39898, 2.08327)  0.00
H (-2.00604, 4.64513, 1.58039)  0.00
C (0.27485, -3.11673, -0.07126)  0.01
Ge (-0.41653, -1.44948, 0.68654)  0.02
C (0.24443, -1.22553, 2.50690)  0.01
C (1.31339, -1.98890, 2.97974)  0.00
C (1.75090, -1.85420, 4.29448)  0.00
C (1.12317, -0.95408, 5.14691)  0.00
C (0.05811, -0.18885, 4.68747)  0.00
C (-0.37806, -0.32535, 3.37576)  0.00
C (-2.37802, -1.69917, 1.06732)  0.17
C (-3.28882, -0.67231, 0.72769)  0.07
C (-4.65111, -0.81534, 0.87830)  0.07
C (-5.17344, -2.01464, 1.38605)  0.17
C (-4.31744, -3.04602, 1.78484)  0.00
C (-4.84198, -4.23319, 2.32970)  0.17
C (-3.99454, -5.23563, 2.80920)  0.05
C (-2.62801, -5.05115, 2.75957)  0.08
C (-2.08527, -3.88303, 2.19802)  0.15
C (-2.90632, -2.87735, 1.66935)  0.00
H (0.60519, -3.82240, 0.69157)  0.00
H (1.12104, -2.89637, -0.72333)  0.00
H (-0.50327, -3.59356, -0.67029)  0.00
H (1.81409, -2.69504, 2.32432)  0.00
H (2.57933, -2.45368, 4.65223)  0.00
H (1.46011, -0.85493, 6.17153)  0.00
H (-0.43257, 0.51267, 5.35223)  0.00
H (-1.21392, 0.27816, 3.03130)  0.00
H (-2.89982, 0.25846, 0.32597)  0.00
H (-5.31917, -0.00886, 0.60313)  0.00
H (-6.24402, -2.14041, 1.50034)  0.01
H (-5.91780, -4.36123, 2.37467)  0.01
H (-4.40733, -6.14382, 3.22729)  0.00
H (-1.96799, -5.80947, 3.16048)  0.00
H (-1.01338, -3.73710, 2.21318)  0.01
C (6.03624, 1.28900, -1.88220)  0.00
C (5.48233, -0.04965, -2.30994)  0.00
C (5.94375, -1.21553, -1.69752)  0.00
C (5.53852, -2.46327, -2.12836)  0.00
Cl (6.10544, -3.88600, -1.30571)  0.00
C (4.70859, -2.58362, -3.22952)  0.00
C (4.23519, -1.43326, -3.83852)  0.00
C (4.57004, -0.18388, -3.34893)  0.00
O (3.99173, 0.89457, -3.99346)  0.00
C (3.31240, 1.85760, -3.22762)  0.00
C (2.22054, 1.28896, -2.36350)  0.02
O (1.46351, 2.08721, -1.73625)  0.11
O (2.01421, 0.05007, -2.28501)  0.12
H (6.95317, 1.14707, -1.31124)  0.00
H (5.34431, 1.85808, -1.25498)  0.00
H (6.27732, 1.90494, -2.74937)  0.00
H (6.65814, -1.14278, -0.88423)  0.00
H (4.43988, -3.56393, -3.60063)  0.00
H (3.58068, -1.48298, -4.70075)  0.00
H (2.82475, 2.52513, -3.93590)  0.00
H (3.97855, 2.45872, -2.61075)  0.00
C (-1.75823, -2.73021, -4.33013)  0.00
C (-0.38904, -2.56146, -4.26249)  0.00
C (0.15620, -1.77696, -3.26157)  0.00
N (-0.60440, -1.16768, -2.33016)  0.03
C (-1.93620, -1.34234, -2.40486)  0.00
C (-2.54527, -2.10675, -3.37455)  0.00
H (-2.20578, -3.33739, -5.10633)  0.00
H (0.26912, -3.02584, -4.98354)  0.00
H (1.21956, -1.64034, -3.19072)  0.00
H (-2.52524, -0.84226, -1.65411)  0.00
H (-3.62240, -2.20186, -3.38283)  0.00

Results
- frontier orbital gap (spin up / spin down) (eV) = 6.149 / 3.357
- net charge = +2
- ΔE to the lowest compared entry with this formula, charge and spin (kJ/mol) = 98.42
- multiplicity = 5



No. 2
C43H59Cl3N4O5SeSiV | ωB97M-V/def2-TZVPD

Each line ends with the Löwdin spin population.
CARTESIAN COORDINATES (ANGSTROEM)
V (0.38864, -1.60110, -1.39946)  1.78
C (-2.13003, -0.41664, 5.19919)  0.00
C (-2.44177, -1.78786, 4.59435)  0.00
C (-1.53919, -2.82317, 5.28505)  0.00
C (-3.91526, -2.10895, 4.88366)  0.00
C (-2.17238, -1.83503, 3.09347)  0.00
C (-1.61151, -0.78170, 2.38917)  0.00
C (-1.30943, -0.93184, 1.04965)  0.00
Se (-0.45822, 0.48097, 0.04368)  0.01
C (1.33780, 0.28370, 0.76169)  0.00
C (1.64086, 0.69433, 2.04477)  0.00
C (2.92571, 0.53439, 2.54267)  0.00
C (3.87604, 0.00916, 1.67319)  0.00
C (3.62796, -0.37559, 0.36031)  0.00
C (2.29909, -0.27638, -0.10994)  0.01
O (1.88097, -0.70321, -1.28951)  0.03
C (4.80215, -0.96696, -0.43619)  0.00
C (5.99159, 0.00603, -0.38570)  0.00
C (4.48911, -1.22959, -1.91317)  0.00
C (5.18756, -2.30743, 0.20899)  0.00
C (3.30908, 0.84102, 3.98675)  0.00
C (4.46579, 1.85035, 4.03243)  0.00
C (2.14316, 1.42585, 4.78729)  0.00
C (3.73800, -0.46872, 4.66816)  0.00
C (-1.58879, -2.10985, 0.32222)  0.01
O (-1.25965, -2.13588, -0.96466)  0.04
C (-2.18452, -3.18190, 1.02683)  0.00
C (-2.43596, -3.00133, 2.38249)  0.00
C (-2.49724, -4.57099, 0.44678)  0.00
C (-2.27165, -4.69574, -1.06028)  0.00
C (-3.96831, -4.92149, 0.72397)  0.00
C (-1.57046, -5.58765, 1.13544)  0.00
H (-2.36248, -0.43162, 6.26624)  0.00
H (-1.07259, -0.17012, 5.08897)  0.00
H (-2.72760, 0.36889, 4.73307)  0.00
H (-1.68334, -2.80423, 6.36908)  0.00
H (-1.74846, -3.83110, 4.92600)  0.00
H (-0.49243, -2.60278, 5.06866)  0.00
H (-4.10722, -2.04358, 5.95795)  0.00
H (-4.56492, -1.39726, 4.37124)  0.00
H (-4.18288, -3.11147, 4.54918)  0.00
H (-1.38785, 0.16326, 2.86641)  0.00
H (0.84633, 1.11018, 2.65087)  0.00
H (4.88020, -0.13741, 2.05308)  0.00
H (5.70864, 0.97523, -0.80162)  0.00
H (6.34478, 0.16830, 0.63317)  0.00
H (6.82558, -0.38962, -0.97061)  0.00
H (4.11868, -0.32961, -2.40548)  0.00
H (5.39936, -1.55497, -2.42544)  0.00
H (3.74595, -2.01550, -2.02096)  0.00
H (5.52377, -2.17273, 1.23915)  0.00
H (4.32180, -2.97131, 0.21970)  0.00
H (5.99101, -2.78801, -0.35629)  0.00
H (4.17396, 2.78248, 3.54533)  0.00
H (4.72708, 2.06738, 5.07173)  0.00
H (5.35457, 1.46803, 3.52978)  0.00
H (1.78985, 2.36180, 4.35059)  0.00
H (1.31018, 0.72253, 4.83906)  0.00
H (2.47312, 1.63205, 5.80781)  0.00
H (4.60132, -0.90855, 4.16840)  0.00
H (3.99871, -0.29428, 5.71593)  0.00
H (2.92100, -1.19088, 4.62622)  0.00
H (-2.85874, -3.83515, 2.92979)  0.00
H (-2.84724, -3.95928, -1.61877)  0.00
H (-1.21996, -4.57039, -1.30334)  0.00
H (-2.58055, -5.69321, -1.38555)  0.00
H (-4.62302, -4.18425, 0.25495)  0.00
H (-4.20123, -5.90603, 0.31094)  0.00
H (-4.19223, -4.94600, 1.79120)  0.00
H (-0.53228, -5.29719, 0.97207)  0.00
H (-1.75367, -5.62943, 2.21100)  0.00
H (-1.72645, -6.58709, 0.71989)  0.00
Cl (1.27272, -3.23002, -0.06301)  0.04
Si (0.42228, -2.84128, -3.40581)  0.06
Cl (-1.01875, -4.08939, -4.27150)  0.00
Cl (2.18141, -3.75822, -4.11532)  0.00
C (0.88705, -0.45814, -6.91322)  0.00
N (0.83293, 0.26653, -5.65186)  0.00
C (1.06905, 1.60918, -5.57294)  0.00
C (0.95345, 2.24925, -4.40113)  0.00
C (0.53848, 1.53110, -3.20466)  0.00
O (0.42100, 2.11252, -2.13848)  0.00
N (0.27879, 0.16383, -3.35207)  0.01
C (0.46707, -0.40068, -4.51051)  0.00
O (0.31295, -1.67351, -4.70538)  0.00
H (1.15278, 0.23516, -7.70761)  0.00
H (-0.08237, -0.90673, -7.12715)  0.00
H (1.61937, -1.26212, -6.86087)  0.00
H (1.36265, 2.09013, -6.49516)  0.00
H (1.15335, 3.30678, -4.31865)  0.00
C (-0.19957, 5.20320, -1.57119)  0.00
C (-1.14157, 4.92094, -2.73610)  0.00
N (-2.51045, 5.36122, -2.49838)  0.00
C (-2.74727, 6.78859, -2.32746)  0.00
C (-2.95644, 7.16951, -0.86428)  0.00
C (-3.59578, 4.54662, -2.54419)  0.00
O (-4.74164, 4.97828, -2.51987)  0.00
C (-3.34294, 3.06897, -2.57919)  0.00
C (-3.67391, 2.30498, -3.69168)  0.00
C (-3.49756, 0.93181, -3.63849)  0.00
C (-3.02418, 0.36508, -2.46254)  0.00
N (-2.75378, 1.08788, -1.38006)  0.00
C (-2.90293, 2.40219, -1.44325)  0.00
H (0.75096, 4.70282, -1.74991)  0.00
H (-0.61446, 4.79838, -0.64837)  0.00
H (-0.02127, 6.27378, -1.45545)  0.00
H (-1.14339, 3.85006, -2.92001)  0.00
H (-0.77544, 5.42081, -3.64189)  0.00
H (-3.64472, 7.04628, -2.89082)  0.00
H (-1.89753, 7.32826, -2.74906)  0.00
H (-3.82360, 6.63844, -0.47340)  0.00
H (-3.13968, 8.24178, -0.77926)  0.00
H (-2.08523, 6.91258, -0.26324)  0.00
H (-4.05588, 2.78596, -4.58405)  0.00
H (-3.73250, 0.30636, -4.48960)  0.00
H (-2.84449, -0.70217, -2.37642)  0.00
H (-2.64886, 2.94908, -0.53921)  0.00

Results
- frontier orbital gap (spin up / spin down) (eV) = 6.629 / 7.291
- net charge = -1
- ΔE to the lowest compared entry with this formula, charge and spin (kJ/mol) = 207.44
- multiplicity = 3



No. 3
C4H5N3 | ωB97M-V/def2-TZVPD

Each line ends with the natural charge from an NBO analysis.
CARTESIAN COORDINATES (ANGSTROEM)
N (-1.25920, 1.21314, 1.41743)  -0.79
C (-0.43934, 0.56404, 0.55264)  0.55
N (0.03850, 1.18225, -0.52171)  -0.51
C (0.90723, 0.39643, -1.11936)  0.25
C (0.58456, -0.95953, -1.39474)  -0.43
C (0.16281, -1.46742, -0.18297)  0.07
N (-0.05575, -0.67614, 0.89026)  -0.59
H (-1.25171, 0.79441, 2.33313)  0.40
H (-1.35043, 2.21391, 1.35359)  0.39
H (1.93987, 0.72515, -0.97119)  0.19
H (0.68951, -1.45300, -2.35859)  0.25
H (0.03394, -2.53324, 0.00150)  0.21

Results
- frontier orbital gap (eV) = 8.394
- net charge = 0
- ΔE to the lowest compared entry with this formula, charge and spin (kJ/mol) = 255.32
- multiplicity = 1
- SMILES = Nc1ncccn1



- Among the records above, which one has the lowest multiplicity?
  C4H5N3